(1)
Below is a cluster of 2 separate species, C25H22Cl3F17NO3 in total, with properties calculated with ωB97M-V with the def2-TZVPD basis set.

Cartesian coordinates (Å):
C -3.025 5.551 9.347
C -3.112 6.167 7.946
O -2.324 5.484 6.986
C -2.859 4.235 6.592
C -3.189 4.236 5.114
O -1.966 4.094 4.390
C -2.190 3.800 3.040
C -1.030 2.957 2.519
O -1.406 2.362 1.262
C -1.917 1.084 1.349
N -1.378 0.315 0.190
C -0.802 -0.897 0.387
C -0.287 -1.579 -0.659
C -0.329 -1.052 -1.972
C 0.210 -1.700 -3.115
C 0.927 -3.025 -2.924
F 0.036 -3.954 -2.486
F 1.876 -2.869 -1.958
C 1.623 -3.607 -4.176
F 0.651 -3.818 -5.101
F 2.472 -2.682 -4.675
C 2.368 -4.974 -3.932
F 1.652 -5.939 -4.546
F 2.429 -5.275 -2.624
C 3.799 -5.056 -4.562
F 3.691 -4.776 -5.874
F 4.169 -6.346 -4.435
C 4.884 -4.168 -3.848
F 5.693 -4.960 -3.129
F 4.232 -3.348 -2.981
C 5.757 -3.242 -4.753
F 4.982 -2.568 -5.620
F 6.320 -2.345 -3.904
C 6.953 -3.882 -5.518
F 7.610 -2.843 -6.083
F 7.775 -4.504 -4.661
C 6.621 -4.869 -6.672
F 7.765 -5.139 -7.320
F 5.752 -4.327 -7.524
F 6.121 -6.003 -6.179
C 0.041 -1.095 -4.323
C -0.608 0.142 -4.474
C -1.103 0.797 -3.402
C -0.968 0.194 -2.132
C -1.477 0.844 -1.010
H -2.769 4.496 9.304
H -3.979 5.654 9.859
H -2.267 6.049 9.941
H -4.153 6.228 7.620
H -2.722 7.180 7.986
H -2.079 3.484 6.725
H -3.735 3.952 7.175
H -3.851 3.398 4.899
H -3.654 5.178 4.818
H -3.112 3.231 2.890
H -2.248 4.698 2.421
H -0.728 2.207 3.248
H -0.177 3.595 2.308
H -3.007 1.051 1.306
H -1.600 0.556 2.247
H -0.745 -1.307 1.379
H 0.168 -2.533 -0.468
H 0.428 -1.548 -5.218
H -0.699 0.559 -5.463
H -1.583 1.756 -3.511
H -1.950 1.811 -1.077
C -6.506 1.748 3.799
Cl -5.563 1.427 2.328
Cl -5.884 0.798 5.146
Cl -6.496 3.466 4.178
H -7.527 1.445 3.610

- HOMO-LUMO gap (eV) = 6.98
- total charge = +1



(2)
Below is a structure of composition C28H48BF4N7OsS2, with properties calculated with ωB97M-V with the def2-TZVPD basis set.

Cartesian coordinates (Å):
Os 0.665 -0.287 0.938
C 0.298 0.822 -2.485
N 1.174 1.693 -1.732
C 2.173 2.506 -2.403
C 2.619 3.480 -1.306
N 1.641 3.267 -0.245
C 1.977 3.653 1.112
C 0.887 2.175 -0.514
N 0.030 1.613 0.324
C -0.833 2.518 1.091
C -2.307 2.243 0.830
N -2.604 2.416 -0.574
C -3.798 2.421 -1.024
N -5.035 2.217 -0.438
C -5.345 1.499 0.780
C -6.098 2.399 -1.412
C -5.359 2.296 -2.735
N -4.048 2.781 -2.358
C -2.986 2.625 -3.317
H -0.022 1.333 -3.394
H -0.582 0.600 -1.881
H 0.817 -0.098 -2.752
H 1.711 3.024 -3.249
H 2.993 1.895 -2.782
H 2.624 4.516 -1.644
H 3.615 3.233 -0.928
H 3.055 3.557 1.259
H 1.478 2.991 1.818
H 1.679 4.684 1.312
H -0.621 3.554 0.812
H -0.635 2.401 2.160
H -2.882 2.943 1.453
H -2.511 1.237 1.193
H -5.832 2.148 1.514
H -4.467 1.062 1.222
H -6.019 0.670 0.552
H -6.581 3.376 -1.299
H -6.856 1.624 -1.295
H -5.800 2.910 -3.521
H -5.315 1.252 -3.079
H -3.269 3.117 -4.248
H -2.779 1.566 -3.521
H -2.081 3.087 -2.926
C 2.652 0.850 4.964
C 2.365 0.546 3.518
S 0.687 0.345 3.106
C 3.314 0.449 2.577
C 4.780 0.651 2.832
S 2.838 0.115 0.925
H 1.728 0.978 5.526
H 3.243 1.762 5.068
H 3.214 0.036 5.429
H 5.092 0.160 3.755
H 5.029 1.712 2.925
H 5.377 0.242 2.016
C 4.592 -3.816 -1.594
C 3.173 -3.321 -1.517
C 2.407 -3.173 -2.675
C 1.100 -2.726 -2.634
C 0.265 -2.643 -3.882
C 0.540 -2.401 -1.393
C 1.284 -2.552 -0.227
C 2.606 -3.009 -0.296
N 0.684 -2.160 1.010
C 0.264 -3.198 1.993
C -1.041 -2.798 2.680
C 0.043 -4.535 1.285
C 1.375 -3.314 3.040
H 4.949 -3.837 -2.624
H 4.675 -4.828 -1.192
H 5.261 -3.178 -1.015
H 2.851 -3.426 -3.633
H 0.877 -2.756 -4.777
H -0.274 -1.696 -3.947
H -0.488 -3.433 -3.885
H -0.499 -2.112 -1.318
H 3.192 -3.087 0.611
H -1.869 -2.780 1.978
H -0.959 -1.828 3.164
H -1.263 -3.540 3.451
H -0.708 -4.427 0.501
H -0.322 -5.262 2.012
H 0.963 -4.925 0.849
H 2.319 -3.634 2.597
H 1.089 -4.053 3.791
H 1.528 -2.352 3.534
F -3.681 -1.181 1.074
B -2.789 -1.242 0.019
F -3.240 -0.553 -1.098
F -2.435 -2.548 -0.298
F -1.558 -0.546 0.462

- energy relative to the best compared isomer or geometry (same formula, charge and spin) (kJ/mol) = 0.00
- HOMO-LUMO gap (eV) = 7.01
- total charge = 0



(3)
Below is a structure of composition C45H44GeN5O3STi, with properties calculated with ωB97M-V with the def2-TZVPD basis set.

Cartesian coordinates (Å):
Ti 0.730 -0.798 0.049
C 4.248 -2.137 2.069
C 3.086 -2.016 1.146
N 1.913 -1.456 1.507
N 1.626 -1.025 2.784
C 0.474 -0.456 2.767
O -0.199 -0.305 1.624
C -0.107 0.134 3.999
C -1.435 0.542 3.999
C -1.984 1.153 5.125
C -1.201 1.372 6.249
C 0.124 0.949 6.255
C 0.668 0.327 5.139
C 3.066 -2.483 -0.189
C 4.136 -3.165 -0.809
C 3.986 -3.654 -2.073
C 2.757 -3.495 -2.739
C 1.756 -2.808 -2.109
N 1.884 -2.279 -0.876
H 3.969 -1.763 3.050
H 5.098 -1.553 1.704
H 4.571 -3.176 2.171
H -2.042 0.360 3.119
H -3.026 1.445 5.122
H -1.627 1.847 7.125
H 0.732 1.096 7.139
H 1.694 -0.023 5.136
H 5.064 -3.290 -0.267
H 4.808 -4.165 -2.558
H 2.590 -3.892 -3.731
H 0.801 -2.666 -2.592
O 3.331 2.048 -0.755
C 2.330 1.559 -1.229
O 1.761 0.469 -0.735
C 1.659 2.095 -2.447
C 2.499 2.654 -3.414
C 1.994 3.142 -4.603
C 0.618 3.085 -4.821
C -0.227 2.569 -3.857
C 0.258 2.062 -2.635
S -0.916 1.567 -1.425
H 3.562 2.687 -3.208
H 2.656 3.558 -5.352
H 0.202 3.452 -5.753
H -1.297 2.549 -4.022
C 2.044 3.494 3.003
C 1.916 2.441 1.877
N 0.882 2.846 0.922
C -0.438 2.848 1.546
C -0.412 3.718 2.825
N 0.902 4.460 2.830
C 1.067 5.223 1.538
C 1.184 4.172 0.399
H 2.964 4.072 2.934
H 1.964 3.059 3.999
H 1.651 1.477 2.294
H 2.855 2.333 1.343
H -0.719 1.828 1.776
H -1.156 3.226 0.820
H -0.459 3.125 3.739
H -1.205 4.465 2.843
H 0.905 5.114 3.607
H 1.953 5.847 1.631
H 0.193 5.861 1.430
H 2.188 4.156 -0.022
H 0.478 4.397 -0.401
C -6.003 0.194 -0.376
C -5.335 0.603 -1.525
C -4.025 0.198 -1.754
C -3.362 -0.631 -0.845
C -4.046 -1.034 0.302
C -5.357 -0.627 0.537
Ge -1.519 -1.177 -1.205
C -1.508 -1.563 -3.129
C -0.518 -1.063 -3.977
C -0.501 -1.380 -5.332
C -1.474 -2.221 -5.859
C -2.471 -2.726 -5.032
C -2.490 -2.391 -3.682
C -1.450 -3.062 -0.387
C -1.445 -3.232 1.007
C -1.263 -4.483 1.599
C -1.058 -5.602 0.808
C -1.060 -5.467 -0.576
C -1.256 -4.222 -1.158
H -7.024 0.513 -0.194
H -5.835 1.244 -2.243
H -3.507 0.528 -2.646
H -3.563 -1.688 1.016
H -5.872 -0.954 1.434
H 0.254 -0.415 -3.578
H 0.269 -0.968 -5.974
H -1.460 -2.479 -6.911
H -3.230 -3.387 -5.436
H -3.283 -2.775 -3.047
H -1.602 -2.376 1.653
H -1.277 -4.576 2.679
H -0.898 -6.572 1.263
H -0.905 -6.338 -1.203
H -1.273 -4.152 -2.240

- energy relative to the best compared isomer or geometry (same formula, charge and spin) (kJ/mol) = 212.29
- spin multiplicity = 2
- HOMO-LUMO gap (alpha / beta) (eV) = 5.01 / 5.46
- total charge = 0
- expectation value of S² = 0.8100



(4)
Below is a structure of composition C35H31ClN5O7Tl, with properties calculated with ωB97M-V with the def2-TZVPD basis set.

Cartesian coordinates (Å):
Tl 0.344 -0.057 0.361
C 1.311 -3.494 4.650
C 0.201 -3.884 3.919
C -0.536 -2.952 3.212
C -0.159 -1.606 3.235
C 0.960 -1.220 3.976
C 1.685 -2.157 4.678
N -0.784 -0.633 2.484
C -2.061 -0.369 2.430
C -3.046 -0.965 3.282
C -4.346 -0.571 3.261
C -4.784 0.457 2.392
C -3.891 1.088 1.588
C -2.525 0.695 1.552
N -1.664 1.263 0.731
N -1.849 2.301 0.040
C -0.792 2.865 -0.614
C -1.036 3.859 -1.572
C 0.045 4.496 -2.139
C 1.329 4.163 -1.718
C 1.477 3.168 -0.768
N 0.447 2.527 -0.248
H 1.895 -4.234 5.179
H -0.096 -4.925 3.899
H -1.376 -3.262 2.607
H 1.235 -0.178 3.987
H 2.555 -1.846 5.238
H -2.719 -1.731 3.969
H -5.067 -1.045 3.914
H -5.825 0.736 2.382
H -4.183 1.896 0.933
H -2.051 4.088 -1.851
H -0.100 5.259 -2.891
H 2.193 4.673 -2.113
H 2.449 2.883 -0.392
Cl -3.262 -6.929 -0.393
C -2.707 -5.292 -0.246
C -3.646 -4.274 -0.018
C -3.239 -2.976 0.055
C -1.869 -2.601 -0.128
O -1.578 -1.369 -0.153
C -0.923 -3.666 -0.292
C 0.479 -3.417 -0.363
O 1.076 -2.342 -0.354
C -1.375 -4.998 -0.355
H -4.693 -4.522 0.086
H -3.948 -2.178 0.222
H 1.094 -4.334 -0.434
H -0.654 -5.787 -0.508
O 2.672 -0.665 1.483
C 3.199 -0.232 0.456
O 2.595 0.322 -0.490
C 4.701 -0.287 0.269
C 5.548 -0.240 1.369
C 6.916 -0.157 1.181
C 7.419 -0.145 -0.117
C 6.582 -0.242 -1.223
C 5.217 -0.299 -1.026
N 8.840 -0.005 -0.329
O 9.559 0.027 0.648
O 9.229 0.083 -1.475
H 5.117 -0.246 2.360
H 7.602 -0.079 2.013
H 7.016 -0.245 -2.213
H 4.533 -0.335 -1.861
C -2.341 -0.030 -2.679
C -1.046 -0.768 -2.964
O 0.064 -0.061 -2.437
C 1.303 -0.426 -3.043
C 2.092 0.829 -3.389
H -3.155 -0.535 -3.191
H -2.282 0.995 -3.036
H -2.537 -0.033 -1.613
H -0.924 -0.857 -4.054
H -1.079 -1.782 -2.543
H 1.110 -1.006 -3.956
H 1.871 -1.054 -2.350
H 1.485 1.522 -3.965
H 2.971 0.566 -3.970
H 2.401 1.321 -2.475

- energy relative to the best compared isomer or geometry (same formula, charge and spin) (kJ/mol) = 103.86
- HOMO-LUMO gap (alpha / beta) (eV) = 5.58 / 5.58
- total charge = 0



(5)
Below is a structure of composition CH2FMgOTl, with properties calculated with ωB97M-V with the def2-TZVPD basis set.

Cartesian coordinates (Å):
C 1.336 -0.794 0.130
O -0.729 -0.418 -0.241
Mg 0.262 -0.194 -1.900
Tl -0.753 1.284 1.025
F 1.197 0.215 1.200
H 2.428 -0.737 0.004
H 1.228 -1.816 0.521

- spin multiplicity = 2
- HOMO-LUMO gap (alpha / beta) (eV) = 6.78 / 6.22
- total charge = +1
- expectation value of S² = 0.7591



(6)
Below is a cluster of 3 separate species, C16H29N2O8S in total, with properties calculated with ωB97M-V with the def2-TZVPD basis set.

Cartesian coordinates (Å):
N 1.203 -0.473 1.100
C 1.838 -1.477 0.269
C 2.649 -0.902 -0.922
C 2.144 -1.672 -2.168
C 1.690 -2.990 -1.531
S 0.941 -4.216 -2.593
N 0.867 -2.413 -0.397
C 0.072 -3.330 0.480
C -1.399 -3.468 0.092
C -2.274 -2.237 0.403
C -2.482 -1.321 -0.776
O -3.463 -1.361 -1.469
O -1.472 -0.406 -1.032
H 0.190 -0.550 1.114
H 1.369 0.438 0.687
H 2.540 -2.037 0.891
H 3.714 -1.120 -0.855
H 2.488 0.160 -1.089
H 1.270 -1.202 -2.632
H 2.897 -1.891 -2.921
H 2.559 -3.444 -1.048
H -0.199 -3.570 -2.874
H 0.190 -1.810 -0.870
H 0.531 -4.320 0.428
H 0.182 -2.964 1.503
H -1.484 -3.709 -0.968
H -1.774 -4.309 0.678
H -1.886 -1.711 1.281
H -3.281 -2.574 0.657
H -1.171 -0.533 -1.942
C -4.898 2.036 4.790
C -4.266 0.885 4.055
C -3.608 -0.174 4.913
O -2.595 -0.687 4.023
C -2.273 0.301 3.167
O -1.341 0.261 2.420
O -3.133 1.323 3.263
H -4.221 2.437 5.545
H -5.141 2.841 4.098
H -5.816 1.710 5.278
H -4.982 0.430 3.366
H -4.275 -0.973 5.223
H -3.110 0.250 5.786
C 3.061 5.588 -3.226
C 3.510 4.154 -3.325
C 2.415 3.126 -3.509
O 3.003 1.952 -2.915
C 3.901 2.374 -1.984
O 4.431 1.660 -1.195
O 4.091 3.699 -2.081
H 2.234 5.691 -2.522
H 3.877 6.216 -2.875
H 2.739 5.948 -4.203
H 4.274 4.043 -4.098
H 2.158 2.934 -4.547
H 1.515 3.384 -2.946

- energy relative to the best compared isomer or geometry (same formula, charge and spin) (kJ/mol) = 0.00
- HOMO-LUMO gap (eV) = 10.31
- total charge = +1



(7)
Below is a structure of composition C14H25BrN4O2S, with properties calculated with ωB97M-V with the def2-TZVPD basis set.

Cartesian coordinates (Å):
Br 0.102 0.715 -2.413
C -0.376 -0.917 -3.224
C -1.550 -1.058 -3.884
C -1.922 -2.318 -4.448
C -1.140 -3.421 -4.338
C 0.073 -3.303 -3.624
N 0.965 -4.273 -3.370
S 2.116 -3.617 -2.495
N 1.647 -2.094 -2.439
C 0.472 -2.041 -3.082
H -2.227 -0.219 -3.970
H -2.874 -2.394 -4.957
H -1.433 -4.372 -4.760
C 1.051 -2.732 2.126
C 0.337 -2.457 0.807
C -0.946 -1.630 0.942
O -2.050 -2.334 1.477
C -2.123 -2.371 2.888
N 0.114 -3.727 0.108
H 0.540 -3.499 2.708
H 2.062 -3.091 1.936
H 1.119 -1.828 2.735
H 1.010 -1.861 0.182
H -1.256 -1.316 -0.059
H -0.760 -0.720 1.529
H -1.772 -1.432 3.328
H -1.545 -3.198 3.308
H -3.170 -2.513 3.157
H -0.272 -3.531 -0.813
H -0.630 -4.227 0.587
C 2.487 4.076 1.350
C 1.490 4.510 0.281
C 0.220 5.163 0.838
O -0.695 4.262 1.429
C -0.456 3.949 2.787
N 1.202 3.370 -0.592
H 2.160 3.168 1.857
H 3.452 3.860 0.894
H 2.629 4.856 2.101
H 1.978 5.273 -0.334
H -0.323 5.622 0.008
H 0.473 5.961 1.549
H -0.072 4.816 3.332
H 0.246 3.118 2.899
H -1.409 3.654 3.225
H 0.642 3.677 -1.383
H 0.600 2.732 -0.077

- HOMO-LUMO gap (eV) = 8.40
- total charge = 0



(8)
Below is the molecule C19H20N4OS2, with properties calculated with ωB97M-V with the def2-TZVPD basis set.

Cartesian coordinates (Å):
C 2.119 2.328 1.028
C 1.561 1.131 0.273
C 1.058 1.488 -1.091
N 0.302 0.545 -1.694
C -0.149 0.788 -2.897
S -1.099 -0.472 -3.646
C -1.014 -1.659 -2.278
C 0.439 -1.903 -1.935
O 1.315 -1.943 -2.765
N 0.747 -2.182 -0.624
C 0.041 -2.180 0.547
N 0.646 -2.118 1.682
C -0.216 -2.198 2.732
C -1.527 -2.332 2.404
S -1.707 -2.375 0.672
C -2.654 -2.436 3.370
C -2.173 -1.972 4.747
C -0.831 -2.617 5.092
C 0.261 -2.122 4.144
C 0.115 2.004 -3.576
C -0.342 2.328 -4.862
C -0.014 3.538 -5.412
C 0.773 4.454 -4.699
C 1.231 4.162 -3.442
C 0.914 2.926 -2.848
N 1.370 2.640 -1.609
H 2.493 2.016 2.000
H 1.346 3.079 1.171
H 2.928 2.781 0.462
H 2.340 0.372 0.150
H 0.748 0.661 0.831
H -1.482 -2.577 -2.634
H -1.577 -1.243 -1.446
H 1.748 -2.264 -0.467
H -2.996 -3.475 3.423
H -3.500 -1.832 3.034
H -2.058 -0.886 4.745
H -2.920 -2.232 5.499
H -0.923 -3.702 5.006
H -0.557 -2.382 6.121
H 0.519 -1.083 4.373
H 1.172 -2.714 4.249
H -0.945 1.607 -5.394
H -0.360 3.795 -6.402
H 1.018 5.402 -5.154
H 1.838 4.854 -2.881

- structure (SMILES) = CCc1nc(SCC(=O)Nc2nc3c(s2)CCCC3)c2ccccc2n1
- energy relative to the best compared isomer or geometry (same formula, charge and spin) (kJ/mol) = 0.00
- HOMO-LUMO gap (eV) = 8.30
- total charge = 0



Look up the total charge of the sixth one. +1



Repeat the fifth record exactly.
Below is a structure of composition CH2FMgOTl, with properties calculated with ωB97M-V with the def2-TZVPD basis set.

Cartesian coordinates (Å):
C 1.336 -0.794 0.130
O -0.729 -0.418 -0.241
Mg 0.262 -0.194 -1.900
Tl -0.753 1.284 1.025
F 1.197 0.215 1.200
H 2.428 -0.737 0.004
H 1.228 -1.816 0.521

- spin multiplicity = 2
- HOMO-LUMO gap (alpha / beta) (eV) = 6.78 / 6.22
- total charge = +1
- expectation value of S² = 0.7591



Which value of total charge does entry 1 give? +1